Record 1
DFT (ωB97M-V with the def2-TZVPD basis set) results for 2 unconnected molecules or ions with the total composition C5H10O at a distorted geometry.

Geometry as XYZ:
```
16
Properties=species:S:1:pos:R:3:forces:R:3:mulliken_charge:R:1
C -1.5434 0.4225 -0.3922 0.3286 -1.2180 0.2332 -1.06
C -0.1932 0.8832 0.1060 1.0139 4.5576 -3.8031 0.81
C -0.1959 1.5948 1.4386 0.4143 -0.9721 0.5978 -1.19
O 0.6838 1.2176 -0.7518 -2.3769 -1.2337 2.7234 -0.58
H -2.0725 1.2742 -0.8268 0.2048 0.0630 0.1477 0.33
H -1.4062 -0.3242 -1.1763 -0.0795 0.0651 0.0184 0.30
H -2.1405 0.0055 0.4220 -0.0807 0.0087 -0.1556 0.35
H 0.7989 1.5340 1.8850 -0.1094 0.1534 0.0611 0.30
H -0.4460 2.6469 1.2777 0.0704 -0.1575 -0.2039 0.35
H -0.9407 1.1692 2.1149 0.1422 0.0538 0.0617 0.35
C 1.4372 -1.1803 -0.3714 -0.7705 -1.5483 1.4145 -0.40
C 1.0497 -2.2831 -1.0223 0.2761 0.9223 0.0468 -0.58
H 0.8396 -0.8231 0.5353 1.2568 -0.9047 -1.2883 0.25
H 2.3835 -0.6886 -0.5666 -0.3030 0.2254 -0.0216 0.27
H 0.1351 -2.8138 -0.7910 0.0084 0.0366 0.1035 0.27
H 1.6104 -2.6348 -1.8811 0.0046 -0.0516 0.0644 0.24
```
Forces are in eV/Å.

Properties
ΔE to the lowest compared entry with this formula, charge and spin ... 2.132 eV
Net charge ... 0
Largest force on an atom ... 6.02 eV Å⁻¹
Structure (SMILES) ... CC(C)=O.C=C
HOMO energy ... -9.49 eV
E_LUMO ... 0.5 eV

---

Record 2
DFT (ωB97M-V with the def2-TZVPD basis set) results for 9 unconnected molecules or ions with the total composition C31H72BN11O12 at a distorted geometry.

Geometry as XYZ:
```
127
Properties=species:S:1:pos:R:3:forces:R:3:mulliken_charge:R:1
C -6.5341 -2.7790 -2.1064 0.5569 -0.1131 0.2232 -1.09
C -5.5723 -1.5926 -2.3117 0.0888 -0.4083 -0.4768 0.14
B -4.2636 -1.9769 -3.1062 0.0379 0.1650 0.0215 0.26
O -3.7838 -1.1782 -4.0983 0.1515 -0.1049 0.0735 -0.76
C -3.4579 -3.3126 -2.8176 -0.0457 -0.2000 0.5947 0.04
O -2.9801 -4.0139 -3.9838 -0.2484 -0.4611 0.1573 -0.41
C -2.1754 -4.9778 -3.4430 0.2745 -0.8010 -0.7371 0.54
O -2.1105 -6.1259 -3.8083 0.1651 1.5627 0.2902 -0.58
O -1.4636 -4.4249 -2.4410 -0.4690 -0.4261 0.2911 -0.45
C -2.1908 -3.2568 -1.9373 0.5618 -0.1408 -0.6394 0.59
C -1.2726 -2.0608 -2.0560 0.0488 0.0293 0.3140 -1.61
C -1.6201 -0.8729 -1.0979 0.0155 0.2027 -0.0401 1.28
N -1.8847 0.3519 -1.8539 -0.0091 0.1598 0.4475 -0.67
N -0.5380 -0.5992 -0.1615 0.0134 -0.0573 -0.1661 -0.61
N -2.8581 -1.1487 -0.3558 0.3472 0.2253 0.1924 -0.60
H -6.4232 -3.5066 -2.9112 -0.3081 0.0129 -0.1389 0.37
H -7.5659 -2.4579 -2.0105 -0.0908 0.0138 -0.0217 -0.08
H -6.2656 -3.3153 -1.1951 -0.0820 -0.0268 0.0775 0.35
H -5.2400 -1.1954 -1.3531 -0.1965 0.2545 0.0510 0.04
H -6.0872 -0.8251 -2.8962 -0.0378 0.2771 0.2136 0.38
H -4.2935 -0.3672 -4.1717 -0.0947 0.0608 -0.1796 0.31
H -4.1127 -4.0234 -2.2972 -0.2219 0.0773 -0.0822 0.39
H -2.4143 -3.5019 -0.9055 -0.0926 0.0585 0.0800 0.26
H -1.2280 -1.7100 -3.0853 -0.1744 -0.0737 -0.1079 0.34
H -0.2705 -2.4116 -1.8168 0.0356 -0.0282 0.0311 0.33
H -1.3000 0.4068 -2.6729 -0.0200 0.0865 -0.1322 0.31
H -2.8591 0.4050 -2.1042 0.0002 -0.2295 -0.3599 0.06
H -0.6457 -1.1092 0.7016 0.0956 -0.1976 -0.0207 0.23
H 0.3695 -0.7658 -0.5920 -0.1135 0.1989 0.2802 0.26
H -2.9526 -0.3658 0.2941 -0.1054 0.1896 -0.1246 0.15
H -2.6635 -1.9343 0.2553 -0.1577 -0.1226 0.0261 0.26
C -6.3070 2.2116 -0.5036 0.1910 -0.1620 -0.1662 -0.83
N -4.9286 1.9945 -0.1081 -0.1201 0.0339 0.0390 -0.02
C -4.3428 2.2359 1.0944 -0.0056 -0.0089 -0.1152 0.98
C -5.2104 2.8201 2.1864 0.0484 0.0082 0.0262 -1.42
O -3.1631 1.9837 1.2660 -0.0050 -0.1059 0.2035 -0.63
H -6.7680 1.2706 -0.8103 -0.0880 0.0218 0.0605 0.20
H -6.3555 2.9070 -1.3440 -0.0588 0.0513 0.0386 0.29
H -6.8796 2.6244 0.3197 -0.0104 0.0026 0.0183 0.38
H -4.2899 1.6109 -0.7873 0.0471 0.0136 -0.0043 0.11
H -4.5969 2.9501 3.0720 0.0484 -0.0138 -0.0119 0.32
H -5.6119 3.7892 1.8883 -0.0674 -0.0235 0.0044 0.37
H -6.0390 2.1515 2.4234 -0.0488 0.0457 -0.0233 0.33
C 5.1716 0.9458 -1.2807 -0.2094 -0.5748 0.0490 -0.50
N 3.9560 0.1410 -1.3807 -0.0038 0.1648 -0.1259 0.00
C 2.7218 0.5312 -1.7484 -0.1329 -0.0164 -0.0019 0.76
C 2.5225 1.9829 -2.1040 -0.0879 -0.0303 -0.0424 -1.28
O 1.7906 -0.2727 -1.7855 0.1767 -0.0626 -0.1981 -0.81
H 5.9213 0.5267 -1.9557 0.1091 0.1549 0.0350 0.05
H 5.5534 0.9012 -0.2641 0.0073 0.1001 -0.2115 0.40
H 4.9827 1.9788 -1.5528 -0.0220 0.0157 0.0142 0.17
H 4.0173 -0.8380 -1.1504 0.0189 -0.0100 0.0357 0.20
H 1.4790 2.1286 -2.3661 -0.0190 -0.0446 0.0221 0.26
H 2.7664 2.6231 -1.2568 0.0731 0.0429 -0.0391 0.35
H 3.1511 2.2684 -2.9479 0.0545 0.0701 0.0597 0.38
C -12.3633 -1.8738 1.0341 0.1062 0.2478 0.1933 -0.80
N -11.0471 -1.3067 0.7723 -0.0760 -0.1969 0.0721 -0.23
C -10.2686 -1.4506 -0.3344 0.0261 -0.0184 0.0291 0.86
C -10.8085 -2.3066 -1.4538 0.0592 0.0214 -0.0251 -1.39
O -9.1756 -0.9102 -0.3928 0.0731 0.0135 -0.0375 -0.63
H -13.0854 -1.0745 1.2094 -0.0446 -0.0293 -0.0738 0.32
H -12.3362 -2.5179 1.9137 -0.0279 -0.1061 -0.0734 0.26
H -12.6946 -2.4671 0.1901 0.0092 -0.0278 -0.0151 0.28
H -10.6284 -0.7228 1.4798 -0.0637 0.1134 -0.0280 0.27
H -10.0753 -2.3260 -2.2537 0.0317 0.0268 0.0103 0.28
H -10.9851 -3.3259 -1.1083 -0.0659 0.0066 -0.0030 0.37
H -11.7420 -1.8963 -1.8397 -0.0377 -0.0576 0.0174 0.43
C 9.4428 4.4308 1.5525 -0.2393 0.0440 -0.1355 -0.94
N 8.2676 3.7092 1.1057 0.1531 0.1030 0.0148 -0.09
C 7.9255 2.4138 1.3371 -0.0555 -0.0393 -0.2016 0.82
C 8.8556 1.5717 2.1685 -0.0891 0.0403 0.0392 -1.44
O 6.8853 1.9850 0.8598 0.1527 0.0136 0.3610 -0.68
H 9.1531 5.2943 2.1540 0.0684 -0.0113 0.0534 0.31
H 10.0203 4.7882 0.6975 0.0869 -0.0233 0.0412 0.24
H 10.0769 3.7874 2.1526 0.0049 -0.0242 0.0190 0.38
H 7.5868 4.1909 0.5379 0.0109 0.0907 0.0331 0.17
H 8.4412 0.5724 2.2481 -0.0389 -0.0068 -0.0390 0.24
H 9.8399 1.5073 1.7042 0.0289 0.0344 0.0463 0.41
H 8.9561 1.9863 3.1733 0.1251 -0.0652 0.0171 0.47
C 6.5685 -3.0372 -3.8735 0.0305 0.2739 -0.0341 -0.84
N 7.2947 -2.0172 -3.1401 -0.0512 -0.1284 0.0070 -0.15
C 7.9695 -2.1362 -1.9657 0.0485 0.1298 0.0214 0.88
C 7.9916 -3.4940 -1.3042 0.0079 0.0186 0.0209 -1.35
O 8.5317 -1.1704 -1.4766 0.0212 -0.0279 0.0295 -0.65
H 6.9930 -3.1619 -4.8710 -0.0074 -0.0849 0.0045 0.29
H 5.5203 -2.7538 -3.9809 -0.0260 -0.0791 0.0136 0.28
H 6.6188 -3.9878 -3.3541 0.0047 -0.0158 0.0156 0.31
H 7.3225 -1.0852 -3.5216 -0.0098 0.0114 -0.0279 0.23
H 8.5644 -3.4132 -0.3862 0.0143 0.0485 0.0037 0.30
H 6.9813 -3.8262 -1.0626 0.0054 -0.0612 -0.0432 0.35
H 8.4628 -4.2343 -1.9515 -0.0619 -0.0419 -0.0047 0.38
C 5.2657 2.5084 6.0866 0.1028 -0.0272 -0.2388 -0.90
N 6.5492 2.0644 5.5769 0.0053 0.0369 0.0974 -0.07
C 7.5986 1.5470 6.2685 -0.0347 -0.0334 -0.0577 0.94
C 7.4396 1.3981 7.7636 0.0526 -0.0106 -0.0022 -1.40
O 8.6217 1.2138 5.6928 0.0355 0.0514 -0.0051 -0.63
H 4.4580 1.9318 5.6337 -0.0418 0.0049 0.0603 0.29
H 5.1082 3.5624 5.8524 -0.0381 0.0106 0.0635 0.29
H 5.2198 2.3827 7.1627 0.0045 -0.0040 0.0217 0.35
H 6.7102 2.1276 4.5838 -0.0408 -0.0268 -0.0304 0.09
H 8.3553 0.9727 8.1609 0.0306 -0.0063 -0.0396 0.30
H 7.2655 2.3662 8.2343 -0.0613 -0.0196 0.0292 0.35
H 6.6083 0.7339 8.0014 -0.0345 0.0483 0.0338 0.36
C 8.8038 5.9633 -2.3421 -0.0520 -0.2765 0.0365 -0.84
N 7.6246 5.1195 -2.3212 -0.0214 0.0378 0.0896 -0.16
C 6.3435 5.4446 -2.6516 -0.0081 -0.0401 0.0010 0.86
C 6.0800 6.8633 -3.0995 -0.0439 -0.0221 -0.0044 -1.38
O 5.4560 4.6126 -2.5821 -0.0302 0.0013 -0.0057 -0.58
H 9.5536 5.5517 -3.0195 0.0235 0.0748 -0.0244 0.30
H 9.2449 6.0284 -1.3456 0.0195 0.0848 -0.0091 0.20
H 8.5501 6.9644 -2.6728 -0.0111 0.0200 -0.0060 0.36
H 7.7289 4.1573 -2.0349 0.0413 -0.0296 -0.0367 0.22
H 5.0223 6.9568 -3.3224 -0.0209 -0.0431 0.0093 0.30
H 6.3403 7.5740 -2.3144 0.0459 0.0329 -0.0394 0.36
H 6.6532 7.1005 -3.9964 0.0331 0.0513 0.0299 0.37
C -8.1138 -3.1360 3.1672 -0.1772 0.1131 -0.1749 -0.92
N -9.4386 -3.5318 2.7288 0.0372 -0.0397 0.1083 0.00
C -10.0606 -4.7285 2.8767 -0.0334 -0.0027 -0.0194 1.02
C -9.3067 -5.8259 3.5894 -0.0524 -0.0263 -0.0173 -1.43
O -11.1907 -4.8953 2.4423 -0.0092 -0.0111 0.0045 -0.63
H -8.1784 -2.2908 3.8546 0.0600 -0.0333 0.0522 0.29
H -7.5086 -2.8341 2.3110 0.0591 -0.0245 0.0273 0.25
H -7.6183 -3.9572 3.6736 0.0025 -0.0218 0.0121 0.38
H -10.0007 -2.8539 2.2376 0.0913 0.0568 -0.1121 -0.01
H -9.9392 -6.7069 3.6220 -0.0400 0.0114 -0.0218 0.30
H -8.3856 -6.0708 3.0598 0.0416 0.0182 0.0527 0.37
H -9.0607 -5.5286 4.6093 0.0697 -0.0049 -0.0103 0.37
```
Forces are in eV/Å.

Properties
Net charge ... 0
Largest force on an atom ... 1.60 eV Å⁻¹
Structure (SMILES) ... CCB(O)[C@H]1OC(=O)O[C@H]1CC(N)(N)N.CNC(C)=O.CNC(C)=O.CNC(C)=O.CNC(C)=O.CNC(C)=O.CNC(C)=O.CNC(C)=O.CNC(C)=O
HOMO energy ... -8.32 eV
E_LUMO ... 0.5 eV

---

Record 3
DFT (ωB97M-V with the def2-TZVPD basis set) results for a gas-phase ion, C5H15N2O (charge +1) at a distorted geometry.

Geometry as XYZ:
```
23
Properties=species:S:1:pos:R:3:forces:R:3:mulliken_charge:R:1
C 0.0768 2.8831 1.7035 -0.4378 0.4724 0.2501 -0.98
N 0.4529 1.9518 0.6418 -0.1455 0.5812 -0.2929 -0.32
C 0.3401 0.5519 1.0009 -0.1794 0.4118 0.3670 -0.78
C -0.6119 -0.1183 -0.0033 0.5171 -1.9570 -0.1200 -0.21
N -1.3321 -1.4061 0.5221 1.6299 0.7826 1.4158 -0.33
C 0.2239 -0.6772 -1.1918 -1.1475 0.8103 -1.5973 0.30
C 1.4920 -1.4043 -0.9230 3.3591 -0.7448 -0.6262 -1.43
O -0.6158 -1.5912 -1.9265 -0.0949 0.0736 0.9777 -0.59
H 0.2095 3.9507 1.4942 0.8903 -0.3681 -0.5078 0.34
H -1.0090 2.9361 1.8076 -0.0898 -0.8092 0.4173 0.30
H 0.5984 2.6419 2.6439 -0.4313 0.1876 -0.0543 0.34
H 1.3728 2.1634 0.2948 0.1413 0.0250 -0.0230 0.28
H 1.3280 0.0971 0.9492 -0.1917 -0.2931 0.1465 0.33
H 0.0006 0.4882 2.0386 -0.1832 -0.2485 0.0064 0.54
H -1.4765 0.5100 -0.1961 0.4413 0.3648 -0.7467 0.32
H -0.5953 -2.0188 0.8800 -0.1635 -0.1157 0.2027 0.32
H -1.8303 -1.9623 -0.1707 -0.2667 0.5137 -0.3931 0.34
H -1.8786 -1.0683 1.3112 -0.4696 -0.6261 -0.0139 0.38
H 0.4297 0.2079 -1.8074 0.1346 -0.1658 0.0312 0.42
H 1.4807 -2.3933 -0.4388 -0.3851 0.6617 0.5963 0.29
H 2.3921 -0.8042 -0.6814 -0.9183 0.2075 1.5134 0.41
H 2.1191 -1.7075 -1.8014 -1.8171 0.0110 -0.6938 0.39
H -0.7853 -1.2425 -2.7890 -0.1920 0.2250 -0.8552 0.37
```
Forces are in eV/Å.

Properties
ΔE to the lowest compared entry with this formula, charge and spin ... 2.312 eV
Net charge ... +1
Largest force on an atom ... 3.50 eV Å⁻¹
Structure (SMILES) ... CNC[C@H]([NH3+])[C@@H](C)O
HOMO energy ... -12.78 eV
E_LUMO ... -3.2 eV

---

Record 4
DFT (ωB97M-V with the def2-TZVPD basis set) results for a molecular structure, C6H12O2 at a distorted geometry.

Geometry as XYZ:
```
20
Properties=species:S:1:pos:R:3:forces:R:3:mulliken_charge:R:1
C -1.2578 0.9735 -0.4346 0.5229 0.3895 0.2630 -0.09
C 0.4371 -1.4690 0.2567 -0.7258 1.6988 -0.0762 0.61
C 1.7473 -0.7491 0.2639 -0.2119 0.2271 0.1491 -1.23
C 0.1825 -2.4628 -0.7697 -1.6211 0.7769 -1.1307 -1.16
C -0.5834 1.7346 0.6787 -0.1453 0.1537 -0.1353 -0.11
C 0.2756 2.7250 0.4877 -0.0496 -0.1248 0.0809 -0.69
O -0.8342 -0.3472 -0.4865 0.5165 -0.5874 0.7015 -0.47
O -2.6733 1.0591 -0.3139 0.2826 -0.2208 0.0845 -0.53
H -2.9364 0.4317 0.3716 0.0292 0.0152 -0.0440 0.32
H -1.0411 1.4584 -1.3971 -0.0328 -0.0033 0.1159 0.25
H -0.0139 -1.6381 1.2327 0.0535 0.1076 -0.1540 0.28
H -0.8853 1.4383 1.6789 0.0286 0.0082 0.0881 0.25
H 2.4969 -1.3930 0.7357 -0.0639 -0.0343 -0.0249 0.36
H 1.6850 0.1800 0.8288 0.0653 -0.0538 -0.0044 0.33
H 2.0761 -0.5242 -0.7497 -0.0407 -0.0413 -0.0262 0.34
H 0.9759 -2.5845 -1.5020 0.1051 -0.1789 0.1647 0.33
H -0.2857 -3.3819 -0.4316 0.1561 -0.0698 -0.0292 0.31
H -0.6535 -1.7482 -1.2535 1.1564 -2.0555 0.0045 0.38
H 0.5815 3.0202 -0.5078 -0.0713 0.0358 -0.0806 0.24
H 0.7069 3.2771 1.3116 0.0462 -0.0430 0.0533 0.29
```
Forces are in eV/Å.

Properties
ΔE to the lowest compared entry with this formula, charge and spin ... 3.876 eV
Net charge ... 0
Largest force on an atom ... 2.36 eV Å⁻¹
HOMO energy ... -9.51 eV
E_LUMO ... 1.0 eV